Computed, not measured: a molecular structure, C4H20O6, with ωB97M-V/def2-TZVPD.

XYZ file:
```
30
Properties=species:S:1:pos:R:3:forces:R:3:mulliken_charge:R:1
O -2.19062 6.48729 -13.13035 3.2 1.4 5.7 -0.79
H -2.70347 6.35169 -13.92712 0.7 -0.5 -0.5 0.50
H -1.87762 5.61390 -12.89487 0.5 0.6 0.3 0.39
O -3.56253 6.50528 -14.72843 5.8 -0.2 -7.7 -1.31
H -4.05380 7.02386 -14.09128 4.4 -0.2 -2.4 0.24
H -4.21308 5.91699 -15.11176 0.5 1.3 0.8 -0.01
O -5.00879 7.08044 -13.71191 -12.1 3.2 8.0 -0.38
H -4.79289 7.63450 -12.96182 -0.2 0.4 1.1 0.29
H -5.95560 6.95333 -13.65175 -0.7 0.0 -0.1 0.32
O -4.63074 5.09889 -15.97535 -2.9 -6.8 -3.0 -0.53
H -5.43432 4.58219 -16.03465 -0.3 -0.6 0.1 0.24
H -4.23086 5.02098 -16.84153 -0.1 -0.5 -0.3 0.40
C -4.81481 7.10840 -16.97213 0.4 2.9 0.6 -0.41
C -4.57908 8.52681 -16.19022 1.1 -1.5 -1.5 -0.08
O -3.35821 9.15146 -16.60831 -0.8 0.8 -0.9 -0.58
H -4.89436 7.07122 -18.05859 -0.1 1.1 -0.2 0.42
H -5.74726 6.70398 -16.57832 -0.1 0.3 -0.2 0.23
H -4.02534 6.40838 -16.69862 0.1 3.2 -1.2 -0.16
H -4.41009 8.44916 -15.11620 -0.9 -0.4 -0.7 0.13
H -5.47377 9.12331 -16.36860 0.4 0.6 -0.3 0.43
H -2.63955 8.51502 -16.59933 -0.2 -0.3 0.3 0.34
C -3.62282 4.13169 -13.78552 -1.4 -0.2 2.1 -0.74
C -2.26144 3.81262 -14.32235 -1.4 -0.7 0.0 -0.53
O -1.68519 4.92817 -14.86067 1.9 -0.4 -2.0 -0.63
H -4.02427 3.25252 -13.28154 -0.2 -0.2 0.0 0.46
H -4.35255 4.58220 -14.45829 0.9 -1.9 1.6 0.15
H -3.47006 4.90019 -13.02778 -0.5 -0.5 0.3 0.41
H -2.39448 3.07734 -15.11593 0.6 -0.9 0.3 0.34
H -1.72139 3.53043 -13.41857 0.6 -0.7 -0.5 0.39
H -2.39833 5.31887 -15.37093 0.6 0.7 0.0 0.48
```
Positions in Å, forces in eV/Å.

Results
Net charge ... 0
Relative energy (zero: lowest compared OMol25 entry of this formula, charge and spin) ... 11.648 eV